Here is 2 unconnected molecules or ions with the total composition C5H13NO from the Open Molecules 2025 dataset. Energies are from the ωB97M-V functional and the def2-TZVPD basis.

```
20
Properties=species:S:1:pos:R:3:forces:R:3
C 1.139 -1.642 0.382 2.2 2.1 1.4
C -0.237 -2.153 0.335 -1.4 -1.7 1.0
C -1.182 -1.209 -0.345 0.9 -0.6 -3.7
N -1.024 -1.022 -1.747 1.3 -1.3 1.6
O -2.027 -0.634 0.244 -1.8 1.2 1.4
H 1.832 -2.302 -0.088 0.5 -0.1 -1.1
H 1.651 -1.541 1.370 -1.0 -0.1 -0.2
H 1.149 -0.612 -0.020 0.5 -0.5 -0.1
H -0.135 -3.175 -0.095 -0.9 0.7 0.0
H -0.748 -2.245 1.317 0.7 -0.2 -0.4
H -1.570 -0.495 -2.363 -1.4 1.1 0.0
H -0.261 -1.416 -2.251 0.5 -0.5 0.2
C 0.987 2.777 -0.081 -0.5 -4.7 -0.5
C 1.598 3.262 1.223 1.2 1.4 -0.3
H 1.449 1.756 -0.606 0.1 3.2 0.9
H 0.069 2.179 0.082 -0.3 1.0 0.5
H 0.723 3.557 -0.783 0.4 0.0 -0.2
H 2.567 3.787 0.931 -1.3 0.0 0.6
H 1.969 2.558 1.983 -0.7 -0.3 -0.5
H 0.857 3.965 1.709 1.1 -0.6 -0.4
```
Forces are in eV/Å.

The calculation puts the HOMO energy at -10.01 eV. The calculation puts the frontier orbital gap at 0.4001 Eh. As for the SMILES: CCC(N)=O.CC. As for the LUMO energy: 0.876 eV.

Atom charges from the Mulliken analysis, given in e for atoms 1 to 6:
1. C -0.691
2. C -0.293
3. C 0.455
4. N -0.386
5. O -0.561
6. H 0.321

=====

Here is 3 unconnected molecules or ions with the total composition CH3NO2 from the Open Molecules 2025 dataset. Energies are from the ωB97M-V functional and the def2-TZVPD basis.

```
7
Properties=species:S:1:pos:R:3:forces:R:3
C -0.819 -2.876 -0.939 -0.1 -0.1 -2.2
N -1.503 -0.526 -0.042 -0.6 0.2 2.2
O -0.826 -0.077 0.949 -1.2 -0.9 -2.2
O -2.715 -0.195 -0.113 1.5 -0.2 -0.1
H -0.676 -3.061 0.073 0.8 0.2 2.6
H 8.200 10.350 1.123 0.0 0.0 0.0
H -1.660 -3.615 -1.052 -0.5 0.7 -0.3
```
Forces are in eV/Å.

The calculation puts the HOMO energy (alpha / beta) at 1.64 / 1.64 eV. As for the total charge: -2. The calculation puts the frontier orbital gap (alpha / beta) at 0.1120 / 0.1120 Eh. As for the LUMO energy (alpha / beta): 4.687 / 4.686 eV.

Atom charges from the Mulliken analysis, given in e for atoms 1 to 6:
1. C -0.286
2. N 0.143
3. O -0.498
4. O -0.508
5. H 0.085
6. H -1.000

=====

The ΔE to the lowest compared entry with this formula, charge and spin results, record by record, are as follows: 34.2; 109.2 kcal/mol.